No. 1
This record from OMol25 describes a single C4H7NO2 molecule. The level of theory is the ωB97M-V functional and the def2-TZVPD basis.

Last column: natural (NBO) charge in e.
Geometry (Å):
C: -1.261447 -0.060951 -0.440677  -0.72
C: -0.568637 0.624742 0.741715  0.57
N: -0.877045 1.730080 1.264766  -0.64
O: 0.406455 -0.100351 1.372009  -0.49
C: 1.177501 -0.883552 0.493144  -0.18
C: 1.353857 -0.180536 -0.849832  0.39
O: 1.412551 1.018854 -0.942079  -0.50
H: -2.064396 -0.669462 -0.024847  0.24
H: -1.642791 0.708372 -1.112154  0.24
H: -0.704201 -0.760654 -1.079412  0.22
H: -1.600747 2.218721 0.741858  0.34
H: 2.175460 -0.961739 0.934031  0.23
H: 0.746431 -1.890422 0.385983  0.19
H: 1.371257 -0.822285 -1.750682  0.12

Cartesian forces, eV/Å:
-0.255 0.133 0.104
-0.368 0.195 0.011
0.086 -0.342 -0.288
-0.058 0.162 -0.075
0.165 -0.077 -0.102
0.233 0.363 -0.060
0.262 -0.516 -0.092
-0.278 0.186 -0.030
-0.207 -0.099 0.137
0.047 0.322 0.445
-0.042 -0.261 0.057
-0.062 -0.157 0.038
0.188 0.187 -0.158
0.290 -0.096 0.013

Calculated values
HOMO = -9.893 eV
Gap between HOMO and LUMO = 10.63 eV
LUMO level = 0.027 Ha
Energy above the lowest of the compared OMol25 structures with the same formula, charge and spin = 51.6 kcal per mole
Structure (SMILES) = [H]/N=C(\C)OCC=O


No. 2
This record from OMol25 describes a single C4H7NO2 molecule. The level of theory is the ωB97M-V functional and the def2-TZVPD basis.

Last column: natural (NBO) charge in e.
Geometry (Å):
C: -0.874433 -0.303456 -0.192715  0.61
C: 1.555583 0.002333 0.113265  0.14
N: -1.242581 0.702031 0.764741  -0.85
C: 0.538491 -0.799685 0.069854  -0.36
C: 2.553571 0.822339 0.152486  -0.48
O: -1.803532 -1.367886 -0.103646  -0.73
O: -0.914739 0.237240 -1.482200  -0.72
H: -1.678136 -1.953615 -0.858536  0.48
H: -1.590572 0.924219 -1.512032  0.48
H: -0.913510 0.462664 1.690731  0.38
H: -2.254512 0.780375 0.798325  0.37
H: 0.640230 -1.863980 0.221318  0.23
H: 3.120426 1.062667 -0.731819  0.23
H: 2.863714 1.294754 1.070229  0.22

Cartesian forces, eV/Å:
0.011 0.265 0.145
-0.059 -0.104 0.019
-0.099 0.018 0.086
-0.392 -0.153 -0.074
0.310 0.186 0.017
-0.057 -0.102 0.163
0.057 -0.009 -0.395
0.046 0.071 -0.084
0.020 -0.035 0.075
-0.010 -0.013 -0.042
0.024 -0.061 0.048
0.130 -0.104 0.057
0.043 -0.007 -0.214
-0.024 0.049 0.200

Calculated values
HOMO = -9.889 eV
Gap between HOMO and LUMO = 10.69 eV
LUMO level = 0.030 Ha
Energy above the lowest of the compared OMol25 structures with the same formula, charge and spin = 54.4 kcal per mole
Structure (SMILES) = C=C=CC(N)(O)O


No. 3
This record from OMol25 describes a single C4H7NO2 molecule. The level of theory is the ωB97M-V functional and the def2-TZVPD basis.

Last column: natural (NBO) charge in e.
Geometry (Å):
C: -0.896857 0.268429 -1.724358  0.11
C: -0.105790 -0.158435 1.442453  -0.09
C: 1.293978 -0.321092 0.869851  -0.09
C: 0.001217 0.812817 -0.664434  0.32
N: -1.141487 0.862090 -2.796828  -0.60
O: -0.752756 0.778029 0.559960  -0.54
O: 1.101758 0.014563 -0.462145  -0.50
H: -1.401415 -0.621612 -1.508154  0.14
H: -0.578974 -1.060431 1.258397  0.17
H: -0.206181 0.336558 2.521038  0.20
H: 1.907256 0.365706 1.325487  0.16
H: 1.684960 -1.277092 1.068735  0.19
H: 0.017226 1.980188 -0.908206  0.17
H: -1.808223 0.483452 -3.426215  0.35

Cartesian forces, eV/Å:
-0.143 0.042 -1.006
-0.094 2.738 1.331
-2.102 1.126 0.841
-2.031 2.554 0.593
1.327 2.021 0.157
0.710 0.037 0.112
1.071 -0.301 -1.938
-0.615 -1.761 0.800
-1.341 -2.009 0.704
0.333 -1.654 -2.217
1.840 1.770 1.002
0.415 -1.422 -0.511
1.318 -2.217 0.407
-0.686 -0.923 -0.277

Calculated values
HOMO = -9.603 eV
Gap between HOMO and LUMO = 10.57 eV
LUMO level = 0.035 Ha
Energy above the lowest of the compared OMol25 structures with the same formula, charge and spin = 71.8 kcal per mole
Structure (SMILES) = [H]/N=C/C1OCCO1


No. 4
This record from OMol25 describes a single C4H7NO2 molecule. The level of theory is the ωB97M-V functional and the def2-TZVPD basis.

Last column: natural (NBO) charge in e.
Geometry (Å):
C: 0.955199 0.180869 0.995636  -0.05
C: -0.711723 -0.359235 -0.667547  -0.44
C: 0.636290 0.049739 -1.276675  -0.24
C: -0.590408 -0.446205 0.906414  0.09
N: 1.344110 0.587857 -0.203902  0.13
O: 2.332556 1.285636 -0.491075  -0.50
O: -1.418988 0.473694 1.555913  -0.71
H: 1.347812 0.392149 1.957515  0.22
H: -1.348731 0.460205 -0.993165  0.22
H: -0.988574 -1.303132 -0.980841  0.20
H: 0.956943 -0.861739 -1.682327  0.22
H: 0.490541 0.845956 -1.977468  0.22
H: -0.731168 -1.443964 1.219733  0.17
H: -2.273858 0.138170 1.637790  0.47

Cartesian forces, eV/Å:
-3.779 -1.386 -1.315
0.250 1.840 1.253
-3.520 -0.424 -0.165
3.465 3.235 -2.586
1.584 -0.704 3.488
0.991 0.740 0.070
2.018 0.925 0.276
0.862 0.602 0.193
-0.903 -0.492 0.485
-1.015 -1.700 -1.218
1.844 -0.709 -0.709
0.292 0.096 -0.734
0.113 -1.087 0.743
-2.203 -0.937 0.219

Calculated values
HOMO = -8.718 eV
Gap between HOMO and LUMO = 9.46 eV
LUMO level = 0.027 Ha
Energy above the lowest of the compared OMol25 structures with the same formula, charge and spin = 99.2 kcal per mole
Structure (SMILES) = [O-][N+]1=C[C@@H](O)CC1


No. 5
This record from OMol25 describes 2 unconnected molecules or ions with the total composition C4H7NO2. The level of theory is the ωB97M-V functional and the def2-TZVPD basis.

Last column: natural (NBO) charge in e.
Geometry (Å):
C: 0.552686 -0.517394 1.389148  -0.74
C: 0.593424 -0.164342 -0.079428  -0.44
C: 0.527734 -1.346873 -1.046730  0.46
O: 0.681183 -2.499030 -0.738915  -0.49
C: -0.749645 0.567186 -0.168344  0.72
O: -1.795257 0.020982 0.223576  -0.64
N: -0.808160 1.828356 -0.567269  -0.77
H: -1.063665 -0.636008 1.255960  0.34
H: 0.853176 -1.531592 1.610865  0.23
H: 1.141017 0.209687 2.000955  0.21
H: 1.414221 0.483593 -0.438531  0.22
H: 0.301579 -1.056199 -2.099835  0.10
H: -0.008676 2.272289 -0.961018  0.40
H: -1.639617 2.369348 -0.380434  0.42

Cartesian forces, eV/Å:
-1.931 -0.557 0.415
-0.616 0.144 -0.034
-0.113 -0.377 0.146
-0.007 0.630 -0.163
-0.777 0.299 -0.635
0.248 0.065 -0.045
0.092 0.341 -0.267
3.406 0.151 0.991
0.392 -0.128 -0.160
-0.969 -0.502 -0.269
-0.208 -0.073 0.183
0.108 -0.142 0.129
0.352 0.317 -0.070
0.024 -0.168 -0.220

Calculated values
HOMO = -8.467 eV
Gap between HOMO and LUMO = 8.96 eV
LUMO level = 0.018 Ha
Energy above the lowest of the compared OMol25 structures with the same formula, charge and spin = 79.0 kcal per mole


No. 6
This record from OMol25 describes a single C4H7NO2 molecule. The level of theory is the ωB97M-V functional and the def2-TZVPD basis.

Last column: natural (NBO) charge in e.
Geometry (Å):
N: 1.738974 0.806406 0.566975  -0.86
C: 1.434024 0.140470 -0.549126  0.62
C: -0.023941 -0.113572 -0.856839  0.03
C: -0.833699 -0.928909 0.171447  -0.43
C: -1.655038 0.359600 0.322025  -0.06
O: -0.826681 1.049035 -0.638611  -0.53
H: -0.075342 -0.487453 -1.891201  0.20
H: -1.370208 -1.785495 -0.248813  0.22
H: -0.270879 -1.236262 1.060318  0.23
H: -2.698572 0.301804 -0.017191  0.18
H: -1.609217 0.843271 1.308059  0.18
O: 2.291320 -0.764709 -0.743543  -0.65
H: 1.203639 1.651929 0.729660  0.42
H: 2.695619 0.163886 0.786846  0.47

Cartesian forces, eV/Å:
1.611 -0.652 -0.270
1.280 -4.364 2.499
0.243 0.608 -1.779
0.342 -0.204 0.249
-0.222 0.066 0.153
-0.238 0.225 0.067
-0.214 0.109 0.245
0.202 0.235 0.072
-0.156 0.088 -0.266
0.253 0.016 0.107
-0.058 -0.127 -0.237
-1.283 0.619 -1.920
0.805 0.097 0.953
-2.565 3.283 0.126

Calculated values
HOMO = -9.725 eV
Gap between HOMO and LUMO = 10.44 eV
LUMO level = 0.026 Ha
Energy above the lowest of the compared OMol25 structures with the same formula, charge and spin = 70.5 kcal per mole
Structure (SMILES) = NC(=O)[C@H]1CCO1


No. 7
This record from OMol25 describes a single C4H7NO2 molecule. The level of theory is the ωB97M-V functional and the def2-TZVPD basis.

Last column: natural (NBO) charge in e.
Geometry (Å):
C: -0.721519 -0.462465 0.387213  0.38
N: 0.165732 1.700992 -1.262911  -0.46
C: 1.640989 -0.154594 0.425880  0.12
C: 0.710565 -0.974956 0.819018  -0.28
C: -1.426390 -1.101671 -0.568079  -0.58
O: 0.637555 1.074690 -0.088985  -0.52
O: -1.405292 0.108515 1.433847  -0.68
H: -0.751098 0.439832 2.065976  0.48
H: 0.359939 2.690359 -1.125989  0.34
H: 0.757434 1.361432 -2.017310  0.33
H: 2.681609 0.093959 0.376480  0.23
H: 0.768241 -1.898259 1.377365  0.24
H: -2.490759 -1.255884 -0.449456  0.22
H: -0.927006 -1.621951 -1.373050  0.20

Cartesian forces, eV/Å:
-0.101 -3.209 1.487
1.057 -0.690 -0.800
-2.154 2.720 -2.243
-1.510 0.456 -0.799
0.631 0.207 0.403
1.326 -0.279 2.550
0.443 0.093 0.014
-0.283 0.075 -0.231
0.332 -0.067 -0.066
-0.174 0.257 -0.315
0.147 -0.206 0.107
0.273 0.060 0.019
-0.076 0.671 -0.293
0.089 -0.089 0.167

Calculated values
HOMO = -7.806 eV
Gap between HOMO and LUMO = 8.60 eV
LUMO level = 0.029 Ha
Energy above the lowest of the compared OMol25 structures with the same formula, charge and spin = 163.0 kcal per mole
Structure (SMILES) = C=C(O)/C=C\ON


No. 8
This record from OMol25 describes a single C4H7NO2 molecule. The level of theory is the ωB97M-V functional and the def2-TZVPD basis.

Last column: natural (NBO) charge in e.
Geometry (Å):
O: -0.409974 -1.515040 0.678135  -0.71
C: 0.208737 -0.848110 -0.406042  0.04
C: -0.842796 0.046840 -1.080076  -0.10
O: -1.466617 0.777352 -0.023913  -0.48
C: -0.614263 1.171133 0.944368  0.40
N: 0.644357 1.014295 1.044277  -0.52
C: 1.295413 0.105169 0.093409  -0.28
H: -0.085122 -1.113875 1.497509  0.48
H: 0.577644 -1.624280 -1.075556  0.19
H: -0.415031 0.774819 -1.785310  0.18
H: -1.608790 -0.527629 -1.606708  0.20
H: -1.179804 1.561189 1.786805  0.18
H: 1.835432 0.636666 -0.707590  0.21
H: 2.060813 -0.458528 0.640691  0.21

Cartesian forces, eV/Å:
0.274 -0.303 0.207
0.260 0.302 -0.573
0.091 -0.172 -0.072
0.063 0.257 0.050
0.165 -0.175 0.315
-0.366 0.102 -0.002
-0.063 -0.245 0.066
-0.192 -0.176 -0.162
0.131 0.181 -0.221
0.124 -0.344 0.115
-0.044 0.112 0.314
0.091 0.494 -0.205
-0.425 -0.149 0.147
-0.109 0.115 0.021

Calculated values
HOMO = -9.714 eV
Gap between HOMO and LUMO = 10.58 eV
LUMO level = 0.032 Ha
Energy above the lowest of the compared OMol25 structures with the same formula, charge and spin = 40.2 kcal per mole
Structure (SMILES) = O[C@@H]1CN=COC1